Computed, not measured: a structure of composition C27H42MnN4SSi4 in a non-equilibrium geometry, with ωB97M-V with the def2-TZVPD basis set.

Geometry as ORCA input:
```
! wB97M-V def2-TZVPD RIJCOSX def2/J DEFGRID3
* xyz 0 2
Mn -0.02850 0.71370 0.85480
S 5.93630 -0.13170 4.99170
N 5.75130 -0.13120 3.36750
C 4.45480 -0.09520 3.09380
C 3.86120 -0.07280 1.79720
C 4.60890 -0.15250 0.63400
C 3.96220 -0.14000 -0.59540
C 2.57930 -0.04030 -0.61430
N 1.82650 0.04950 0.47310
C 2.43450 0.03120 1.70760
C 1.63410 0.08630 2.87130
N 0.26460 0.21940 2.74930
C -0.47430 0.17800 3.85580
C 0.03510 0.05910 5.13640
C 1.41610 -0.01530 5.29720
C 2.22120 -0.00860 4.17450
C 3.64490 -0.07400 4.26470
N 4.35210 -0.09220 5.38680
H 5.67980 -0.24230 0.71570
H 4.51250 -0.20780 -1.52020
H 2.03980 -0.03480 -1.55570
H -1.54430 0.25580 3.70350
H -0.62820 0.03990 5.98630
H 1.87910 -0.07470 6.27070
C -2.85120 2.48370 2.41620
Si -3.79670 1.90720 0.86120
C -3.70360 3.31730 -0.41820
C -5.64490 1.61140 1.29220
Si -2.00000 -0.04360 0.08200
Si -3.07720 -2.08940 1.03970
C -2.65860 -2.37680 2.88730
C -2.43840 -3.64160 0.11730
C -4.98810 -2.09050 0.93910
Si -2.98200 -0.10570 -2.23130
C -4.89800 -0.07860 -2.39490
C -2.36730 -1.70260 -3.10250
C -2.30600 1.39060 -3.21760
H -3.07060 3.51160 2.69350
H -1.77520 2.41060 2.20140
H -3.07200 1.86300 3.27890
H -3.98160 4.26430 0.04030
H -4.36800 3.15140 -1.25650
H -2.68950 3.41310 -0.79170
H -6.13060 2.54750 1.56330
H -5.77040 0.93220 2.12980
H -6.18420 1.19700 0.44630
H -1.58750 -2.34220 3.05790
H -3.00730 -3.34700 3.23190
H -3.11260 -1.62650 3.52650
H -1.37490 -3.57540 -0.09120
H -2.94500 -3.77280 -0.83250
H -2.59970 -4.54540 0.69810
H -5.41250 -1.24520 1.46590
H -5.39820 -2.99410 1.37790
H -5.33480 -2.03900 -0.08460
H -5.35090 -0.95400 -1.94400
H -5.20900 -0.05900 -3.43600
H -5.32230 0.79360 -1.91030
H -2.86620 -2.58480 -2.71760
H -1.30110 -1.83860 -2.95030
H -2.54250 -1.67530 -4.17470
H -2.91440 2.27490 -3.06670
H -2.26620 1.20150 -4.28720
H -1.30030 1.63220 -2.88620
C 1.91480 5.29400 -0.40320
C 0.41540 5.04940 -0.18130
C -0.00240 5.60960 1.18790
C -0.39620 5.74220 -1.28460
C 0.14050 3.61140 -0.16960
C -0.13960 2.42920 -0.04950
H 2.13970 6.35290 -0.28170
H 2.20790 4.98850 -1.40660
H 2.50200 4.72270 0.31620
H 0.17530 6.68370 1.22710
H 0.56660 5.13120 1.98070
H -1.05760 5.41790 1.36780
H -0.23420 6.81930 -1.24660
H -1.46010 5.55070 -1.15640
H -0.09380 5.38110 -2.26620
*
```

## Properties
Orbital gap (spin up / spin down), eV: 5.12 / 5.01
Lowest unoccupied orbital energy (spin up / spin down), eV: -1.59 / -1.67
<S²>: 0.777